No. 1
Here is one molecule with the formula H3OP at a distorted geometry from OMol25. Energies are from ωB97M-V/def2-TZVPD.

Computed properties:
Kohn-Sham gap in eV: 9.86
SMILES string: OP
E_HOMO in eV: -9.24

ORCA input file:
```
! wB97M-V def2-TZVPD RIJCOSX def2/J DEFGRID3
* xyz 0 1
O 1.08784 0.24782 0.05497
H -0.49224 -0.24312 1.17492
H 1.48621 0.70255 -0.77668
P -0.51476 0.38326 -0.03271
H -0.85319 -0.69350 -0.72935
*
```



No. 2
Here is a 3-piece molecular cluster, H5S3 overall from OMol25. Energies are from ωB97M-V/def2-TZVPD.

Computed properties:
Kohn-Sham gap in eV: 6.92
E_HOMO in eV: -3.41

ORCA input file:
```
! wB97M-V def2-TZVPD RIJCOSX def2/J DEFGRID3
* xyz -1 1
S -0.27600 -0.62144 1.97248
H 1.04831 2.60997 -0.31489
H 0.02577 -0.35655 -1.56135
H -0.41313 0.38168 0.98548
S -0.09169 1.91281 -0.42561
S 0.11902 -1.57668 -2.14132
H 0.94271 -2.05130 -1.19865
H -1.35499 -0.29848 2.68386
*
```



No. 3
Here is a 2-piece molecular cluster, C5H13NO2 overall at a distorted geometry from OMol25. Energies are from ωB97M-V/def2-TZVPD.

Computed properties:
Kohn-Sham gap in eV: 9.91
SMILES string: CCCCC(N)=O.O
E_HOMO in eV: -9.36

ORCA input file:
```
! wB97M-V def2-TZVPD RIJCOSX def2/J DEFGRID3
* xyz 0 1
N 0.78033 1.75510 0.58907
H -0.08140 -0.72600 0.94644
H 1.10555 -1.88547 -1.47866
H 1.82233 0.80061 -1.73499
C 0.67911 -0.94530 -1.13972
C 1.77603 0.86464 0.40352
H 0.11081 -0.43201 -1.92600
H -1.33050 -0.91334 -0.14129
H 0.17539 -2.84013 1.41458
O 2.72946 0.74742 1.15874
H -3.70156 3.22377 -0.12902
H 0.84437 2.42448 1.34749
C -0.28277 -1.21699 -0.01182
H 2.80320 -0.34916 -1.13223
H 0.06145 1.93758 -0.09389
H -4.28916 3.48484 1.30567
O -3.53465 3.18651 0.80381
C -0.32472 -2.71382 0.45142
C 1.82907 0.08942 -0.89910
H 0.15419 -3.37618 -0.27802
H -1.32654 -3.11597 0.54403
*
```



No. 4
Here is C6H5N2O4 as an isolated structure at a distorted geometry from OMol25. Energies are from ωB97M-V/def2-TZVPD.

Computed properties:
Kohn-Sham gap in eV: 7.92
E_HOMO in eV: -4.38

ORCA input file:
```
! wB97M-V def2-TZVPD RIJCOSX def2/J DEFGRID3
* xyz -1 1
H 1.01323 2.30682 0.06085
C 1.69739 -0.94882 0.32323
C 1.90198 0.38831 0.43242
C -0.33786 0.80419 -0.64363
N -1.44269 1.30404 -0.22371
O -1.37728 2.50205 0.26517
C 0.70238 -1.60121 -0.57852
O -3.22066 -1.60307 -0.20328
H 0.97533 -2.64157 -0.61487
C 1.06900 1.29673 -0.44829
H 2.70387 0.84937 1.26962
H 2.11737 -1.77954 0.90896
O -1.93422 -0.98790 1.52952
O -2.54752 0.69076 -0.10289
H 1.57808 1.47021 -1.47752
C -2.57964 -1.01237 0.56423
N -0.31875 -1.03802 -1.06127
*
```



Number 1: electronic energy -11384.0083 eV. Number 2: electronic energy -32588.0915 eV. Number 3: electronic energy -10980.6557 eV. Number 4: electronic energy -17468.5320 eV.